The following is a quantum chemistry calculation of the molecule C3H7N3O, from the Open Molecules 2025 dataset.

Structure (XYZ):
```
14
Properties=species:S:1:pos:R:3:forces:R:3:nbo_charge:R:1
C -1.009457 1.342980 -1.205908 -0.2 0.1 -0.1 -0.45
N 0.054884 0.420104 -0.877525 0.0 -0.2 0.4 -0.49
C -0.015501 -0.061597 0.304867 0.0 0.0 -0.3 0.34
N -0.970439 0.212960 1.241760 -0.2 -0.1 -0.1 -0.81
C 1.031304 -1.058309 0.777498 0.1 -0.2 0.0 0.62
O 0.953142 -1.569793 1.884463 0.0 0.2 -0.3 -0.62
N 1.985182 -1.320177 -0.136906 0.0 0.0 0.1 -0.80
H -0.946845 2.238433 -0.571492 -0.1 -0.1 -0.1 0.20
H -2.006069 0.891902 -1.036669 0.2 0.1 -0.2 0.17
H -0.957979 1.650204 -2.251308 0.1 -0.1 0.1 0.21
H -0.973428 -0.419413 2.027353 0.1 0.0 0.1 0.42
H -1.877995 0.472880 0.880223 0.2 0.1 0.2 0.39
H 1.922435 -0.889938 -1.047373 -0.1 0.0 0.1 0.43
H 2.669828 -2.033454 0.051968 -0.1 0.1 0.0 0.40
```
Positions in Å, forces in eV/Å.

The energy above the lowest of the compared OMol25 structures with the same formula, charge and spin comes out at 1.1 kcal/mol. As for the frontier orbital gap: 0.38216 hartree. As for the total energy: -358.0481 hartree. Its LUMO energy is 0.0342 Ha. The SMILES is C/N=C(\N)C(N)=O. Its multiplicity is 1.

The following is a quantum chemistry calculation of the molecule C11H13NO2, from the Open Molecules 2025 dataset.

Structure (XYZ):
```
27
Properties=species:S:1:pos:R:3:forces:R:3:nbo_charge:R:1
C -0.956463 -2.971585 -1.740174 -1.8 -2.1 1.5 -0.23
C 0.397584 -3.066240 -2.123610 -0.1 -1.2 -1.8 -0.21
C -1.557705 -1.841994 -1.357551 3.5 -0.3 -1.1 -0.17
C 1.076524 -1.962377 -2.356290 -0.1 0.3 -0.4 -0.19
C -1.324753 0.527252 -0.955647 3.6 1.9 1.6 -0.23
C -0.761940 -0.605598 -1.404058 -2.9 0.5 0.4 -0.26
C 0.574442 -0.643770 -1.968352 2.2 0.2 0.4 0.22
C 1.367250 1.595485 -1.413831 1.3 -1.8 2.5 -0.32
C 0.506072 1.853877 -0.207774 -2.8 -4.0 0.0 0.52
C -0.934983 0.591700 2.933373 0.5 0.6 -0.1 -0.25
C 0.638833 1.078204 1.197588 -0.6 -0.3 -4.2 -0.16
N 1.518126 0.247022 -1.985059 -0.7 0.2 0.8 -0.40
O -0.050441 3.010265 -0.060924 -0.6 1.9 1.1 -0.66
O -0.377926 1.566964 1.961137 -2.2 -0.5 2.4 -0.58
H -1.447950 -3.951727 -1.588950 -0.1 0.7 -0.1 0.20
H 0.745243 -4.047436 -2.506609 0.0 0.7 0.6 0.21
H -2.407953 -1.884001 -0.797247 -2.6 0.2 0.9 0.20
H 1.982033 -2.060110 -2.882615 1.3 0.5 -0.2 0.22
H -2.180265 0.712265 -0.305924 -0.4 -0.6 -0.6 0.17
H 1.024867 2.183455 -2.160704 -1.1 2.3 -2.4 0.23
H 2.375517 1.934015 -1.109437 0.0 -0.1 -0.4 0.19
H -1.822533 0.068766 2.527404 0.5 0.3 -0.1 0.19
H -1.231467 1.126524 3.864821 0.3 -0.2 -0.9 0.20
H -0.145419 -0.142383 3.187080 -0.5 0.4 -0.1 0.19
H 1.570827 1.427737 1.589042 1.1 -0.7 0.5 0.19
H 0.408970 0.025097 0.864760 1.2 0.7 0.9 0.23
H -0.564504 2.955022 0.807806 0.7 0.2 -1.2 0.51
```
Positions in Å, forces in eV/Å.

The energy above the lowest of the compared OMol25 structures with the same formula, charge and spin comes out at 171.1 kcal/mol. As for the frontier orbital gap (alpha / beta): 0.26915 / 0.26913 hartree. As for the total energy: -631.9568 hartree. Its LUMO energy (alpha / beta) is -0.0039 / -0.0039 Ha. Its multiplicity is 1.